# 1
The following is a DFT calculation (ωB97M-V/def2-TZVPD) of an isolated molecule of C20H27FN4O4 at a distorted geometry.

Element x y z (Å)
1 C -2.216 2.476 0.749
2 C -1.822 1.701 -0.507
3 N -1.240 0.390 -0.242
4 C 0.203 0.303 -0.247
5 C 0.875 0.999 0.935
6 C 0.405 0.463 2.282
7 N 2.307 0.861 0.781
8 C 3.200 1.759 1.252
9 O 2.870 2.793 1.819
10 C 4.609 1.404 1.032
11 C 5.200 0.185 0.721
12 C 6.567 0.444 0.721
13 O 7.551 -0.447 0.468
14 N 6.826 1.705 1.005
15 N 5.634 2.281 1.198
16 C 5.577 3.684 1.566
17 C -1.964 -0.710 0.087
18 O -1.442 -1.740 0.470
19 C -3.487 -0.646 -0.083
20 C -3.913 -0.844 -1.535
21 C -3.236 -1.985 -2.267
22 C -2.596 -1.750 -3.480
23 C -1.982 -2.789 -4.167
24 C -2.009 -4.059 -3.628
25 F -1.413 -5.065 -4.289
26 C -2.636 -4.315 -2.423
27 C -3.251 -3.275 -1.744
28 O -4.119 -1.640 0.676
29 C -3.963 -1.476 2.063
30 H -2.717 3.407 0.474
31 H -2.896 1.911 1.387
32 H -1.346 2.746 1.348
33 H -2.686 1.601 -1.166
34 H -1.094 2.286 -1.069
35 H 0.500 -0.747 -0.262
36 H 0.573 0.738 -1.180
37 H 0.642 2.065 0.886
38 H -0.675 0.575 2.394
39 H 0.625 -0.602 2.376
40 H 0.884 1.001 3.100
41 H 2.662 0.039 0.318
42 H 4.734 -0.770 0.540
43 H 8.391 0.025 0.559
44 H 4.884 4.210 0.913
45 H 5.234 3.782 2.594
46 H 6.568 4.111 1.466
47 H -3.867 0.325 0.257
48 H -4.994 -0.999 -1.551
49 H -3.733 0.081 -2.087
50 H -2.573 -0.753 -3.902
51 H -1.482 -2.619 -5.112
52 H -2.636 -5.320 -2.020
53 H -3.731 -3.468 -0.795
54 H -4.549 -2.248 2.555
55 H -2.920 -1.587 2.373
56 H -4.335 -0.497 2.392

Summary:
lowest unoccupied orbital energy = 0.541 eV
M = 406.46 g/mol
SMILES = CCN(C[C@@H](C)NC(=O)c1cc(O)nn1C)C(=O)[C@@H](Cc1ccc(F)cc1)OC
gap between HOMO and LUMO = 9.395 eV
energy above the lowest of the compared OMol25 structures with the same formula, charge and spin = 10.03 kcal per mole
net charge = 0



# 2
The following is a DFT calculation (ωB97M-V/def2-TZVPD) of C25H31IrN11OTe as an isolated structure at a distorted geometry.

Element x y z (Å)
1 Ir 1.357 -1.849 1.992
2 N -0.506 -2.598 4.748
3 C -1.103 -1.805 3.810
4 N -2.425 -1.713 3.669
5 N -2.598 -0.847 2.665
6 N -1.448 -0.421 2.234
7 N -0.463 -1.026 2.938
8 C 0.843 -2.912 4.816
9 N 1.373 -3.608 5.795
10 N 2.695 -3.689 5.485
11 N 2.940 -3.072 4.378
12 N 1.763 -2.549 3.927
13 H -1.114 -3.094 5.377
14 C 6.084 -1.253 2.376
15 C 5.526 -0.505 1.152
16 C 4.077 -0.689 1.056
17 N 2.951 -0.889 1.040
18 H 7.168 -1.156 2.396
19 H 5.823 -2.311 2.340
20 H 5.675 -0.845 3.298
21 H 5.976 -0.869 0.228
22 H 5.729 0.563 1.216
23 C -2.022 -3.966 0.463
24 C -0.701 -3.331 0.801
25 O 0.049 -3.835 1.687
26 N -0.221 -2.228 0.239
27 Te -1.431 -0.657 -0.545
28 C -2.696 0.966 -1.550
29 C -2.515 1.259 -2.907
30 C -1.497 0.601 -3.806
31 C -3.338 2.238 -3.467
32 C -4.315 2.891 -2.732
33 C -5.193 3.943 -3.362
34 C -4.481 2.542 -1.396
35 C -3.695 1.572 -0.781
36 C -3.924 1.254 0.678
37 C 0.363 0.374 -0.954
38 C 1.344 -0.243 -1.749
39 C 1.267 -1.660 -2.270
40 C 2.484 0.485 -2.067
41 C 2.685 1.782 -1.616
42 C 3.917 2.558 -2.008
43 C 1.704 2.357 -0.820
44 C 0.532 1.684 -0.481
45 C -0.494 2.424 0.351
46 H -2.065 -4.969 0.876
47 H -2.172 -3.998 -0.615
48 H -2.825 -3.373 0.911
49 H -1.431 -0.471 -3.627
50 H -0.505 1.026 -3.654
51 H -1.770 0.744 -4.851
52 H -3.211 2.479 -4.519
53 H -5.010 4.024 -4.434
54 H -5.008 4.921 -2.913
55 H -6.248 3.710 -3.212
56 H -5.253 3.034 -0.809
57 H -4.910 1.595 0.993
58 H -3.181 1.752 1.309
59 H -3.854 0.191 0.898
60 H 0.253 -1.986 -2.472
61 H 1.675 -2.355 -1.534
62 H 1.844 -1.753 -3.190
63 H 3.242 0.014 -2.688
64 H 4.746 1.893 -2.254
65 H 4.233 3.229 -1.208
66 H 3.718 3.173 -2.889
67 H 1.842 3.370 -0.452
68 H 0.001 3.175 0.968
69 H -1.046 1.761 1.015
70 H -1.209 2.942 -0.295

Summary:
lowest unoccupied orbital energy (spin up / spin down) = 0.124 / -2.275 eV
multiplicity = 6
M = 821.42 g/mol
gap between HOMO and LUMO (spin up / spin down) = 7.360 / 5.620 eV
energy above the lowest of the compared OMol25 structures with the same formula, charge and spin = 22.46 kcal per mole
net charge = 0



# 3
The following is a DFT calculation (ωB97M-V/def2-TZVPD) of an isolated molecule of C14H18N2O2S at a distorted geometry.

Element x y z (Å)
1 O 5.606 -0.574 3.261
2 O 4.433 -0.069 1.403
3 S 0.580 3.290 0.736
4 C 4.558 -0.202 2.727
5 C 2.451 -0.781 0.258
6 C 2.553 1.486 1.019
7 C 1.223 -0.549 -0.367
8 C 3.151 0.232 0.919
9 C 1.270 1.716 0.476
10 C 0.616 0.747 -0.283
11 N 3.475 -0.029 3.520
12 N -1.466 -0.019 -1.591
13 C 3.444 -0.270 4.941
14 C -1.163 -0.688 -2.867
15 C -2.861 0.314 -1.385
16 C -1.144 2.609 0.949
17 C -2.866 1.115 -0.119
18 C -0.611 1.098 -1.146
19 C -1.634 2.022 -0.356
20 H 2.895 -1.772 0.226
21 H 3.132 2.272 1.515
22 H 0.756 -1.350 -0.886
23 H 2.625 0.287 3.103
24 H 3.502 -1.342 5.129
25 H 2.490 0.068 5.343
26 H 4.248 0.300 5.454
27 H -1.678 -1.647 -2.925
28 H -0.069 -0.800 -2.971
29 H -1.526 -0.093 -3.698
30 H -3.457 -0.580 -1.371
31 H -3.244 0.961 -2.175
32 H -1.854 3.364 1.316
33 H -1.121 1.806 1.706
34 H -3.798 1.671 0.008
35 H -2.757 0.490 0.792
36 H -0.231 1.637 -2.029
37 H -1.949 2.861 -1.054

Summary:
lowest unoccupied orbital energy = 0.592 eV
M = 278.38 g/mol
SMILES = CNC(=O)Oc1ccc2c(c1)SC[C@@H]1CCN(C)[C@H]21
gap between HOMO and LUMO = 9.184 eV
energy above the lowest of the compared OMol25 structures with the same formula, charge and spin = 34.35 kcal per mole
net charge = 0



# 4
The following is a DFT calculation (ωB97M-V/def2-TZVPD) of an isolated molecule of C4H3FN2O at a distorted geometry.

Element x y z (Å)
1 C 0.944 -0.570 -0.038
2 C 1.470 0.825 -0.067
3 C -0.303 -1.122 0.056
4 C -2.627 -0.498 0.061
5 N -1.460 -0.393 0.054
6 N 0.636 1.804 0.184
7 O -3.802 -0.435 0.067
8 F 1.192 3.075 0.094
9 H 1.796 -1.183 0.152
10 H 2.506 0.739 -0.456
11 H -0.351 -2.241 -0.108

Summary:
lowest unoccupied orbital energy = -0.334 eV
M = 114.08 g/mol
SMILES = O=C=N/C=C\C=N\F
gap between HOMO and LUMO = 9.115 eV
energy above the lowest of the compared OMol25 structures with the same formula, charge and spin = 91.23 kcal per mole
net charge = 0



# 5
The following is a DFT calculation (ωB97M-V/def2-TZVPD) of C27H38ClKN6O3PS as an isolated structure.

Element x y z (Å)
1 K 2.380 -1.993 0.683
2 N -1.216 0.946 2.960
3 C -0.358 0.001 2.389
4 S 0.959 0.688 1.465
5 N -0.695 -1.223 2.632
6 N 0.142 -2.252 2.182
7 C -0.247 -3.373 2.676
8 C 0.275 -4.725 2.511
9 C -0.414 -5.709 3.235
10 C -0.085 -7.049 3.202
11 C 0.992 -7.438 2.395
12 C 1.697 -6.512 1.669
13 C 1.393 -5.110 1.685
14 O 2.079 -4.290 1.003
15 H -1.284 1.788 2.410
16 H -2.108 0.545 3.214
17 H -1.116 -3.321 3.339
18 H -1.250 -5.386 3.850
19 H -0.645 -7.774 3.779
20 H 1.275 -8.485 2.343
21 H 2.532 -6.811 1.044
22 C 6.852 0.099 0.929
23 P 5.348 0.001 -0.065
24 C 5.853 0.481 -1.732
25 C 4.287 1.337 0.501
26 O 4.706 -1.340 -0.020
27 H 7.310 1.087 0.869
28 H 7.557 -0.655 0.579
29 H 6.596 -0.120 1.966
30 H 6.336 1.458 -1.742
31 H 4.964 0.509 -2.362
32 H 6.536 -0.271 -2.127
33 H 4.782 2.306 0.427
34 H 3.971 1.157 1.530
35 H 3.381 1.331 -0.109
36 C -4.014 -0.572 0.329
37 C -4.174 0.634 -0.612
38 C -4.770 1.777 0.222
39 C -5.170 0.268 -1.718
40 C -2.773 1.061 -1.193
41 O -1.970 1.233 -0.047
42 C -2.882 2.366 -1.998
43 C -1.580 2.916 -2.604
44 C -0.695 3.643 -1.621
45 C -1.117 4.841 -1.046
46 C -0.324 5.524 -0.141
47 C 0.912 4.998 0.199
48 Cl 1.917 5.848 1.344
49 C 1.353 3.810 -0.344
50 C 0.550 3.144 -1.261
51 C -2.259 -0.086 -2.105
52 N -0.820 -0.254 -2.154
53 C -0.035 -0.887 -1.272
54 N 1.191 -0.989 -1.743
55 C 1.098 -0.389 -2.953
56 N -0.097 0.072 -3.256
57 H -4.974 -0.781 0.804
58 H -3.274 -0.377 1.104
59 H -3.717 -1.485 -0.191
60 H -5.638 1.407 0.771
61 H -5.109 2.609 -0.397
62 H -4.042 2.148 0.944
63 H -6.117 -0.025 -1.259
64 H -4.831 -0.575 -2.322
65 H -5.376 1.108 -2.384
66 H -1.007 1.234 -0.193
67 H -3.304 3.130 -1.346
68 H -3.597 2.209 -2.811
69 H -1.862 3.624 -3.389
70 H -1.011 2.127 -3.097
71 H -2.086 5.249 -1.312
72 H -0.657 6.453 0.302
73 H 2.299 3.392 -0.031
74 H 0.890 2.200 -1.674
75 H -2.581 0.071 -3.132
76 H -2.671 -1.033 -1.767
77 H -0.393 -1.248 -0.317
78 H 1.929 -0.292 -3.633

Summary:
lowest unoccupied orbital energy = 2.079 eV
M = 632.23 g/mol
gap between HOMO and LUMO = 5.552 eV
energy above the lowest of the compared OMol25 structures with the same formula, charge and spin = 0.00 kcal per mole
net charge = -1



# 6
The following is a DFT calculation (ωB97M-V/def2-TZVPD) of C17H27BCdNO4P2 as an isolated structure at a distorted geometry.

Element x y z (Å)
1 Cd 0.353 0.708 0.600
2 P 1.200 -0.922 -1.722
3 C 0.403 0.373 -2.751
4 C -0.961 0.825 -2.443
5 N -1.400 0.862 -1.161
6 C -2.605 1.368 -0.874
7 C -3.445 1.855 -1.877
8 C -3.013 1.841 -3.201
9 C -1.773 1.307 -3.486
10 C -3.040 1.419 0.583
11 P -1.635 1.456 1.738
12 H -1.359 1.310 -4.484
13 H -4.401 2.268 -1.584
14 H -3.650 2.233 -3.986
15 H -3.649 2.316 0.750
16 H -3.618 0.506 0.784
17 H 1.135 1.583 -2.684
18 H 0.466 0.029 -3.798
19 H 1.256 2.900 -1.089
20 O 1.711 2.519 -2.447
21 H 1.678 3.094 -3.233
22 H 2.141 0.552 0.995
23 O 1.132 2.890 -0.034
24 H 2.039 2.959 0.313
25 C -1.372 3.238 1.996
26 H -2.316 3.706 2.279
27 H -0.621 3.399 2.775
28 H -0.996 3.699 1.080
29 C -2.245 0.750 3.296
30 H -1.432 0.728 4.036
31 H -3.080 1.352 3.684
32 H -2.589 -0.282 3.130
33 C 0.970 -2.430 -2.762
34 H 1.410 -2.261 -3.752
35 H 1.451 -3.292 -2.278
36 H -0.106 -2.639 -2.848
37 C 2.969 -0.451 -1.882
38 H 3.579 -1.139 -1.277
39 H 3.248 -0.522 -2.947
40 H 3.100 0.584 -1.525
41 O 1.541 -2.277 0.992
42 B 0.647 -1.856 -0.057
43 O -0.502 -2.730 -0.070
44 C -0.219 -3.696 0.838
45 C -0.909 -4.872 1.060
46 C -0.387 -5.730 2.031
47 C 0.746 -5.388 2.771
48 C 1.441 -4.202 2.536
49 C 0.971 -3.394 1.521
50 H -1.808 -5.110 0.500
51 H -0.888 -6.674 2.228
52 H 1.091 -6.050 3.560
53 H 2.305 -3.913 3.124

Summary:
lowest unoccupied orbital energy = -3.465 eV
M = 494.58 g/mol
gap between HOMO and LUMO = 7.183 eV
energy above the lowest of the compared OMol25 structures with the same formula, charge and spin = 5.05 kcal per mole
net charge = +1



# 7
The following is a DFT calculation (ωB97M-V/def2-TZVPD) of an isolated molecule of C3H4O at a distorted geometry.

Element x y z (Å)
1 C -1.379 -0.496 0.033
2 C -0.707 0.640 -0.051
3 C 0.804 0.476 0.067
4 H -2.448 -0.536 -0.111
5 H -0.758 -1.437 0.256
6 H -1.197 1.574 -0.086
7 H 1.473 1.394 0.169
8 O 1.328 -0.589 -0.065

Summary:
lowest unoccupied orbital energy = 0.306 eV
M = 56.06 g/mol
SMILES = C=CC=O
gap between HOMO and LUMO = 10.355 eV
energy above the lowest of the compared OMol25 structures with the same formula, charge and spin = 6.80 kcal per mole
net charge = 0



# 8
The following is a DFT calculation (ωB97M-V/def2-TZVPD) of a 2-piece molecular cluster, C3H4BrIO overall at a distorted geometry.

Element x y z (Å)
1 C 0.005 -1.222 -1.432
2 C -1.048 -1.279 -0.419
3 C 0.411 0.072 -1.837
4 O 0.487 -2.277 -1.809
5 Br 1.590 0.100 -3.291
6 I -0.325 4.002 -1.657
7 H -0.528 -1.535 0.420
8 H -1.729 -2.101 -0.594
9 H -1.564 -0.333 -0.405
10 H -0.105 0.976 -1.581

Summary:
lowest unoccupied orbital energy (spin up / spin down) = -1.734 / -3.681 eV
M = 262.87 g/mol
gap between HOMO and LUMO (spin up / spin down) = 8.148 / 5.569 eV
energy above the lowest of the compared OMol25 structures with the same formula, charge and spin = 34.76 kcal per mole
net charge = 0



# 9
The following is a DFT calculation (ωB97M-V/def2-TZVPD) of C33H49BFN8O8S4Y as an isolated structure at a distorted geometry.

Element x y z (Å)
1 Y -0.140 -0.956 -0.878
2 O 1.569 -0.407 0.811
3 C 1.767 -1.390 1.815
4 C 1.610 -2.783 1.212
5 N 0.275 -2.976 0.653
6 C 0.284 -4.124 -0.249
7 C 1.043 -3.714 -1.557
8 O 1.564 -4.590 -2.231
9 O 1.081 -2.464 -1.781
10 C -0.742 -3.006 1.702
11 C -1.347 -1.582 1.901
12 O -1.782 -1.265 2.998
13 O -1.338 -0.858 0.857
14 H 1.705 0.460 1.280
15 H 1.041 -1.240 2.624
16 H 2.781 -1.284 2.230
17 H 1.828 -3.529 1.996
18 H 2.340 -2.905 0.405
19 H -0.739 -4.412 -0.509
20 H 0.786 -5.003 0.182
21 H -0.354 -3.387 2.656
22 H -1.581 -3.641 1.408
23 C -0.275 1.062 4.482
24 C -0.215 2.589 4.493
25 C -1.526 3.121 5.077
26 C 0.954 3.075 5.359
27 N -0.037 3.080 3.125
28 C -0.920 3.890 2.458
29 C -0.418 4.119 1.230
30 N 0.769 3.452 1.105
31 B 1.564 3.598 -0.214
32 N 2.776 2.655 -0.344
33 C 3.953 2.988 0.270
34 C 4.896 2.094 -0.084
35 N 4.310 1.189 -0.938
36 C 2.995 1.542 -1.082
37 S 1.888 0.784 -2.117
38 C 4.992 0.067 -1.586
39 C 4.953 0.281 -3.102
40 C 4.315 -1.242 -1.176
41 C 6.457 0.022 -1.140
42 N 0.621 3.449 -1.417
43 C 0.862 4.108 -2.589
44 C -0.105 3.779 -3.466
45 N -0.969 2.910 -2.838
46 C -0.475 2.674 -1.591
47 S -1.094 1.656 -0.392
48 C -2.157 2.411 -3.535
49 C -1.691 1.515 -4.685
50 C -3.100 1.620 -2.634
51 C -2.927 3.631 -4.070
52 C 0.991 2.811 2.268
53 S 2.355 1.896 2.627
54 H -0.522 0.683 5.471
55 H 0.687 0.655 4.186
56 H -1.030 0.709 3.784
57 H -1.627 2.753 6.096
58 H -2.373 2.756 4.503
59 H -1.542 4.210 5.111
60 H 0.835 2.706 6.376
61 H 0.993 4.164 5.382
62 H 1.890 2.699 4.955
63 H -1.837 4.228 2.885
64 H -0.820 4.689 0.421
65 H 1.999 4.722 -0.245
66 H 4.019 3.834 0.920
67 H 5.915 2.038 0.232
68 H 3.923 0.320 -3.444
69 H 5.466 -0.532 -3.608
70 H 5.442 1.223 -3.354
71 H 3.285 -1.274 -1.526
72 H 4.324 -1.330 -0.091
73 H 4.842 -2.092 -1.601
74 H 6.984 0.927 -1.438
75 H 6.943 -0.825 -1.619
76 H 6.541 -0.107 -0.064
77 H 1.708 4.754 -2.699
78 H -0.231 4.081 -4.483
79 H -1.143 0.669 -4.281
80 H -1.041 2.054 -5.371
81 H -2.552 1.144 -5.234
82 H -2.614 0.718 -2.281
83 H -3.977 1.335 -3.213
84 H -3.414 2.206 -1.775
85 H -2.382 4.149 -4.855
86 H -3.123 4.331 -3.259
87 H -3.879 3.303 -4.480
88 F -1.102 -0.828 -2.593
89 N -2.664 -2.520 -1.101
90 C -3.474 -3.540 -0.582
91 C -3.702 -4.707 -1.313
92 C -4.474 -5.725 -0.781
93 C -5.037 -5.587 0.469
94 C -4.818 -4.442 1.204
95 C -4.034 -3.421 0.693
96 S -6.127 -6.891 1.076
97 O -5.706 -8.110 0.381
98 O -7.468 -6.440 0.688
99 O -5.931 -6.940 2.525
100 H -2.956 -1.587 -0.816
101 H -2.524 -2.592 -2.104
102 H -3.280 -4.803 -2.306
103 H -4.657 -6.645 -1.316
104 H -5.267 -4.374 2.182
105 H -3.857 -2.523 1.270

Summary:
lowest unoccupied orbital energy = 3.520 eV
M = 932.79 g/mol
gap between HOMO and LUMO = 6.817 eV
net charge = -2